(1)
91
Properties=species:S:1:pos:R:3:forces:R:3:mulliken_charge:R:1 method="wB97M-V/def2-TZVPD" multiplicity=1 lumo_ev=-0.510 e_homo_ev=-8.8
N 5.195691 0.144090 3.035090 0.337 -0.634 0.316 -0.672
N 3.787096 0.025982 3.172264 -0.524 1.817 -1.355 0.152
C 3.197615 1.342310 2.958400 -1.510 -1.524 -0.628 0.116
O 3.620041 2.351412 3.445326 -0.142 -0.290 -0.326 -0.518
C 2.027120 1.096694 1.981429 -1.878 -0.889 -1.593 -0.237
C 0.991614 1.973305 1.460182 0.256 -1.486 -0.375 -0.402
I 0.975126 4.011656 2.171875 -0.088 -0.942 -0.461 0.161
C 0.000574 1.477883 0.484771 0.511 -0.716 0.865 1.214
C -1.093752 2.429186 -0.120399 1.311 -0.035 -0.547 -1.145
C -0.818444 2.533307 -1.701973 0.193 0.120 0.659 -0.025
C -0.226021 3.935468 -2.119917 -0.315 0.141 0.241 -0.388
Cl -1.185761 4.665893 -3.513047 0.592 -0.386 0.618 -0.239
C 0.027982 0.052272 0.057621 1.293 0.318 0.844 -0.021
C -1.021217 -0.530811 -0.960742 -0.127 0.451 0.240 -0.385
C -2.479049 -0.388714 -0.406850 -0.996 -0.108 1.028 -0.061
C -3.639498 -0.139099 -1.256705 -0.368 -0.214 1.832 -0.407
C -4.966175 -0.046902 -0.636965 1.519 -0.259 1.458 -0.560
C -5.127174 -0.164539 0.817808 1.640 -0.209 -1.726 -0.526
C -3.959718 -0.417268 1.643804 -0.124 0.136 -1.550 -0.714
C -2.642825 -0.547500 1.047486 -2.130 0.398 -1.238 -0.164
C 1.063669 -0.840112 0.581492 0.128 0.968 0.507 0.340
C 1.234590 -2.348884 0.187857 0.040 0.322 0.886 -1.451
C 2.348902 -2.571632 -0.902890 -0.149 0.941 0.447 -0.044
C 1.983249 -2.089554 -2.338975 1.095 -0.236 -0.374 0.179
F 1.586011 -0.747570 -2.402051 -0.098 -1.729 0.369 -0.283
Br 3.701937 -2.131541 -3.379825 -0.713 1.206 0.330 -0.078
C 0.942087 -3.030980 -3.109143 -0.704 0.051 -1.263 0.620
F 0.182132 -2.291310 -4.002948 0.952 -0.659 1.472 -0.240
F 0.056045 -3.674729 -2.274378 0.990 0.952 -0.576 -0.199
Br 1.813994 -4.437151 -4.213133 -0.930 0.156 0.647 -0.116
C 2.014983 -0.303479 1.531540 -0.031 1.816 0.483 0.510
C 3.184938 -0.963616 2.290150 0.010 0.208 0.345 -0.139
O 3.617325 -2.086268 2.292449 -0.571 0.281 -0.634 -0.452
H 5.370479 0.817753 2.284984 0.266 -0.137 0.492 0.260
H 5.580436 0.481681 3.917065 -0.172 -0.025 -0.429 0.258
H -2.123542 2.062617 0.107239 0.918 0.185 -0.249 0.057
H -0.988693 3.473837 0.269666 -0.128 -1.144 0.021 0.493
H -1.788083 2.291319 -2.199991 0.985 0.379 -0.014 0.401
H -0.033325 1.776347 -1.966295 -0.944 0.633 0.025 -0.242
H 0.843556 3.878458 -2.438845 -1.039 -0.054 0.102 0.360
H -0.282398 4.700721 -1.303166 -0.065 -0.790 -0.703 0.177
H -0.822157 -1.617104 -1.171277 -0.125 1.124 0.373 0.526
H -0.886586 -0.016271 -1.950974 -0.378 -0.486 0.984 0.412
H -3.537762 -0.030301 -2.372580 -0.064 -0.137 1.379 0.431
H -5.886960 0.120384 -1.241220 1.029 -0.124 0.352 0.406
H -6.168030 -0.084974 1.213121 1.194 -0.073 -0.102 0.337
H -4.100362 -0.514816 2.744693 0.268 0.054 -1.018 0.340
H -1.786854 -0.768628 1.718966 -0.610 0.258 -0.737 0.334
H 1.611219 -2.849900 1.125771 -0.307 0.405 -1.035 0.509
H 0.251540 -2.824809 -0.036801 0.873 0.425 -0.034 0.771
H 2.728042 -3.621739 -0.920292 -0.793 0.947 -0.237 -0.569
H 3.233174 -1.949800 -0.581023 -0.846 -0.595 -0.426 0.870
C 6.642719 -7.118010 1.049633 0.267 -0.001 -0.268 -1.502
C 5.497216 -6.203975 0.681399 0.661 -0.518 0.503 0.576
C 4.220002 -6.919263 0.341847 -0.396 -0.155 0.354 -0.515
O 3.570410 -5.973916 -0.510502 0.260 0.266 -0.215 -0.297
C 4.556076 -5.249336 -1.109162 0.243 0.095 -0.378 0.542
O 4.379604 -4.495290 -2.016526 0.302 -0.861 0.556 -0.383
O 5.762612 -5.500375 -0.537584 -0.595 0.128 -0.210 -0.363
H 6.496462 -7.541578 2.044408 -0.032 0.073 -0.029 0.391
H 6.740204 -7.938299 0.334751 -0.089 0.040 0.008 0.348
H 7.587598 -6.572322 1.033905 -0.094 0.039 0.139 0.362
H 5.345249 -5.458402 1.468684 -0.119 -0.012 -0.063 0.254
H 3.610243 -7.136232 1.218205 -0.121 0.142 -0.136 0.315
H 4.375025 -7.841514 -0.225054 0.161 0.039 0.053 0.309
C -8.732828 -2.129476 -3.551631 0.070 0.128 0.341 -1.460
C -7.664855 -1.709384 -4.534958 -0.811 -0.279 0.452 0.499
C -6.818337 -2.839807 -5.049387 -0.044 -0.309 -0.432 -0.519
O -5.609132 -2.166930 -5.403260 -0.011 0.338 0.278 -0.300
C -5.518292 -1.077682 -4.591976 0.391 0.205 0.058 0.618
O -4.550192 -0.393838 -4.487824 -0.221 -0.161 -0.023 -0.536
O -6.681423 -0.877745 -3.911685 0.445 -0.072 -0.344 -0.291
H -9.549247 -2.643227 -4.061556 0.051 0.054 -0.030 0.389
H -8.326975 -2.796780 -2.787926 0.052 0.004 -0.088 0.353
H -9.135074 -1.259893 -3.028863 -0.062 -0.012 -0.158 0.353
H -8.113819 -1.136776 -5.353174 0.098 -0.062 -0.051 0.271
H -7.255105 -3.335545 -5.915751 0.199 0.084 -0.062 0.311
H -6.583372 -3.588594 -4.287647 -0.145 0.091 0.082 0.305
C 0.831832 7.704433 6.087975 -0.336 -0.149 -0.074 -1.455
C 1.640899 7.931259 4.831876 -0.318 -0.186 0.916 0.541
C 1.896589 9.378224 4.515085 0.405 0.312 0.106 -0.522
O 2.085420 9.342944 3.100033 -0.240 -0.327 -0.083 -0.320
C 1.367347 8.281601 2.637558 -0.120 -0.044 -0.526 0.616
O 1.152078 8.062636 1.488941 0.054 0.027 0.292 -0.507
O 0.924880 7.506092 3.667768 0.277 0.287 -0.383 -0.323
H 1.433629 7.898150 6.977275 0.027 -0.022 -0.073 0.385
H -0.046199 8.353706 6.115703 0.078 0.032 -0.057 0.353
H 0.465491 6.677047 6.126764 0.166 0.008 0.038 0.359
H 2.571786 7.356568 4.877724 0.028 0.105 -0.067 0.271
H 2.781178 9.771120 5.015382 0.031 0.016 -0.217 0.307
H 1.043520 10.027833 4.730907 -0.045 -0.155 0.104 0.311

=====

(2)
143
Properties=species:S:1:pos:R:3:forces:R:3:mulliken_charge:R:1 method="wB97M-V/def2-TZVPD" multiplicity=1 lumo_ev=-0.685 e_homo_ev=-8.6
C -1.567443 1.211293 4.107946 1.337 -1.967 0.161 -0.703
C -1.515049 -0.317779 3.822123 -0.341 1.446 -0.461 0.459
O -1.847462 -1.091153 4.649409 -0.534 -1.380 1.211 -0.530
O -1.067683 -0.800546 2.588532 0.528 0.870 0.403 -0.195
C 0.381156 -0.972786 2.700568 0.445 -0.981 0.188 0.581
C 0.914124 -2.114295 1.772320 -1.312 0.084 -0.457 -0.531
C 1.166430 -1.687394 0.292599 0.972 0.115 0.343 -0.809
C 2.384549 -0.685239 0.148667 -1.183 -0.674 -0.006 -0.085
C 2.482190 -0.288643 -1.358554 0.488 -0.841 0.632 -0.864
C 3.610987 0.739087 -1.667727 -1.247 -0.636 -1.101 2.486
O 3.900334 1.616247 -0.623833 -0.011 -0.024 -0.442 -0.756
O 4.826843 -0.046631 -1.880045 0.779 0.441 1.839 -0.410
C 5.891946 0.727766 -1.532592 -0.556 -0.994 0.402 -0.279
O 6.293696 1.612712 -2.179798 0.403 1.652 -1.195 -0.370
N 6.624773 0.461544 -0.265212 2.129 -0.587 -1.950 0.614
C 7.519087 -0.652553 -0.469601 -2.086 -5.094 0.438 0.689
O 7.267637 -1.724916 0.122686 -0.142 2.067 -6.050 -0.494
F 8.576114 -0.647559 -1.298052 -0.837 1.175 0.524 -0.219
C 7.319941 1.689379 0.056945 1.194 -0.683 -0.885 0.480
O 6.769802 2.552116 0.569774 -1.893 2.507 1.639 -0.417
F 8.628093 1.880462 -0.258412 -0.612 -1.517 -0.255 -0.200
C 3.281443 1.439831 -3.031865 0.331 0.448 -0.081 -1.442
I 4.382678 0.867340 -4.820547 -1.149 -0.274 1.408 -0.112
C 2.362452 2.387879 -3.212489 0.083 0.153 -0.943 0.381
C 2.087900 3.096294 -4.578251 -0.013 0.540 1.351 -1.396
I 1.127788 3.046255 -1.575874 0.265 -0.123 -0.613 0.091
H -2.471335 1.698787 3.695076 0.665 -1.123 0.413 0.091
H -0.642286 1.637611 3.644417 -1.004 -0.881 0.862 0.358
H -1.505968 1.405312 5.201836 -0.174 -0.494 -0.708 0.333
H 0.869408 0.006467 2.497957 -0.174 -0.606 0.289 0.138
H 0.548676 -1.329853 3.745383 0.272 0.568 -0.758 -0.477
H 1.778603 -2.643370 2.237986 -0.425 0.730 -0.394 0.250
H 0.093893 -2.877371 1.742002 0.641 0.512 0.195 0.190
H 0.237334 -1.249249 -0.149445 0.673 -0.363 0.315 0.371
H 1.471283 -2.597256 -0.284813 -0.566 0.618 0.327 0.397
H 2.190489 0.180334 0.829372 0.288 -0.460 -0.635 0.209
H 3.267978 -1.243606 0.529853 -0.265 0.660 -0.399 0.152
H 2.731518 -1.220773 -1.927578 -0.121 0.797 0.295 0.207
H 1.476635 0.016073 -1.717600 0.786 0.225 0.195 0.324
H 3.120777 1.798516 -0.079147 0.107 -0.153 -0.233 0.389
H 1.542367 4.042423 -4.347746 0.150 -0.819 -0.449 0.419
H 1.517304 2.440097 -5.267601 0.306 0.408 0.430 0.291
H 3.053744 3.397774 -5.035327 -0.570 -0.365 0.200 0.440
C -3.033295 -1.330302 8.275892 0.049 -0.038 -0.215 0.056
Br -4.856724 -1.901665 8.553680 0.163 0.077 0.059 -0.002
Br -2.789779 0.534109 8.723669 -0.020 -0.191 -0.023 -0.015
Br -1.774612 -2.461828 9.208429 -0.248 0.102 0.098 -0.034
H -2.825210 -1.431745 7.215257 0.024 0.042 0.089 -0.009
C -4.989339 -0.855961 0.850053 0.078 -0.061 0.097 -0.291
Br -6.601002 -0.484364 1.849568 0.183 0.001 -0.138 -0.034
Br -5.357557 -1.733928 -0.826152 0.014 0.178 0.226 0.071
Br -3.913943 0.730390 0.595682 -0.123 -0.091 0.065 -0.016
H -4.400321 -1.545978 1.443233 -0.038 0.102 -0.027 0.295
C -4.768130 -2.693652 -4.990259 0.172 0.098 -0.145 -0.272
Br -6.067167 -3.284991 -3.688416 0.038 -0.059 -0.172 -0.119
Br -3.185296 -1.993720 -4.134120 -0.268 -0.195 0.057 0.073
Br -4.359424 -4.076784 -6.276207 -0.066 0.150 0.225 -0.006
H -5.216951 -1.874623 -5.540967 0.025 -0.086 0.061 0.327
C 1.800683 -6.383537 2.749166 0.009 -0.015 0.005 -0.366
Br 0.371936 -6.016241 1.500464 0.173 -0.023 0.112 -0.027
Br 3.459961 -6.782315 1.842888 -0.195 0.094 0.086 -0.012
Br 2.013830 -4.957282 4.036112 0.002 -0.143 -0.076 0.042
H 1.518709 -7.271358 3.302300 0.023 0.096 -0.058 0.355
C -1.589147 -0.428847 -7.901045 -0.030 -0.122 -0.042 -0.482
Br -0.998753 -2.085926 -7.097779 0.043 0.247 -0.132 -0.088
Br -3.338488 0.102858 -7.271520 0.228 0.013 -0.094 0.059
Br -0.290615 0.983699 -7.677706 -0.103 -0.117 0.083 0.155
H -1.675329 -0.610946 -8.965626 0.001 0.044 0.107 0.449
C 2.943953 -3.070202 -6.851562 -0.009 0.022 -0.113 -0.403
Br 2.980176 -1.166945 -7.173875 -0.181 -0.526 -0.337 0.116
Br 4.621713 -3.908874 -7.314292 -0.178 0.113 0.097 -0.039
Br 2.411873 -3.476686 -5.036522 0.064 0.074 -0.161 -0.013
H 2.188137 -3.489656 -7.505195 0.063 0.031 0.088 0.297
C -6.513016 3.332754 -7.154906 0.011 -0.025 -0.050 -0.322
Br -6.380944 2.086443 -5.679771 0.054 0.126 -0.178 -0.033
Br -5.678706 5.025474 -6.744141 -0.142 -0.256 0.056 -0.004
Br -5.829911 2.581538 -8.799790 -0.069 0.123 0.222 -0.050
H -7.567159 3.528429 -7.310084 0.110 -0.015 0.036 0.361
C 7.353641 -0.661569 3.688291 0.822 0.578 0.296 -0.336
Br 8.029342 -0.793362 1.857327 0.808 0.812 6.380 0.065
Br 8.750030 -0.723450 5.033508 -0.168 -0.003 0.073 -0.095
Br 6.217964 0.885375 3.914241 0.129 -0.174 -0.089 -0.058
H 6.736308 -1.538990 3.844635 0.094 0.053 -0.179 0.351
C 7.973912 5.757360 -1.089113 -0.041 -0.100 0.026 0.502
Br 6.531168 6.196269 -2.297861 0.171 -0.029 0.118 -0.020
Br 9.645347 5.512318 -2.028561 -0.186 0.043 0.083 -0.030
Br 8.134337 7.051538 0.336218 -0.003 -0.127 -0.192 -0.042
H 7.725431 4.806977 -0.629238 0.019 0.100 -0.033 -0.437
C -2.548889 4.577207 3.491969 0.018 0.155 -0.152 -0.373
Br -3.933493 5.311063 2.363207 0.121 -0.139 0.142 -0.024
Br -3.274735 3.785529 5.097827 -0.169 0.356 -0.012 0.000
Br -1.426346 3.333409 2.528760 -0.083 3.152 -1.985 0.004
H -1.917809 5.402145 3.800056 -0.050 -0.117 -0.021 0.418
C -7.586101 -1.226230 11.729558 0.007 0.030 0.059 -0.332
Br -8.293713 -2.183397 10.206269 0.137 0.055 0.188 -0.039
Br -6.304737 -2.286326 12.712538 -0.122 0.122 -0.160 -0.030
Br -6.855740 0.491659 11.225580 0.052 -0.212 0.074 0.035
H -8.418318 -1.035095 12.396561 0.083 -0.008 -0.077 0.384
C 12.117809 0.077559 0.925727 -0.023 -0.002 0.034 -0.030
Br 12.253504 1.977572 0.602214 -0.011 -0.211 0.051 -0.010
Br 13.731833 -0.855805 0.416519 -0.161 0.117 0.064 -0.030
Br 11.613119 -0.304192 2.751608 0.185 0.096 -0.229 0.018
H 11.321823 -0.296099 0.291509 0.080 0.038 0.059 0.012
C 2.023881 -2.103651 7.718421 -0.080 0.033 0.050 -0.296
Br 0.600435 -1.733801 6.465798 0.212 -0.014 0.086 0.106
Br 3.686168 -2.507622 6.818239 -0.163 0.055 0.044 -0.075
Br 2.230843 -0.678145 9.005400 -0.021 -0.147 -0.183 -0.032
H 1.739345 -2.991578 8.271002 0.023 0.087 -0.063 0.366
C 7.798090 3.488507 -6.155956 0.069 0.158 0.201 -0.346
Br 6.395990 4.187331 -7.295118 0.205 -0.119 0.129 -0.050
Br 7.076051 2.746142 -4.528399 0.927 0.650 -0.456 0.159
Br 8.925980 2.223318 -7.085838 -0.177 0.112 0.069 -0.055
H 8.425751 4.326886 -5.877039 -0.050 -0.076 -0.081 0.322
C -2.364673 6.483813 -8.155095 0.005 0.065 0.013 -0.387
Br -1.735853 4.659642 -8.266714 -0.075 0.080 -0.023 0.157
Br -0.926524 7.752410 -8.388278 -0.152 -0.169 0.001 -0.047
Br -3.822539 6.817375 -9.377237 0.266 -0.004 0.015 -0.021
H -2.752539 6.624179 -7.152928 0.049 -0.040 -0.095 0.343
C -8.620260 -6.086467 -4.562781 -0.049 0.062 0.081 0.457
Br -9.986544 -5.353656 -5.714839 0.166 -0.124 0.119 -0.009
Br -9.373681 -6.892784 -2.977088 0.091 0.039 -0.232 -0.008
Br -7.462269 -7.311507 -5.512148 -0.109 0.162 0.087 -0.012
H -8.003563 -5.255887 -4.234919 -0.056 -0.163 -0.104 -0.467
C 2.034901 3.562948 -9.198684 -0.056 -0.043 -0.024 -0.026
Br 1.348455 2.744624 -10.808791 0.112 0.119 0.158 0.003
Br 3.387537 2.467347 -8.354295 -0.268 0.113 -0.121 0.095
Br 2.670920 5.357847 -9.520690 -0.046 -0.228 0.045 -0.064
H 1.206128 3.640401 -8.503140 0.070 0.031 -0.079 -0.066
C -9.639343 1.481183 7.848648 0.015 -0.055 -0.029 -0.301
Br -9.475851 3.329144 7.307722 0.009 -0.200 0.101 -0.027
Br -8.030970 0.478969 7.465267 -0.151 0.184 0.021 0.019
Br -10.166666 1.320328 9.701972 -0.014 0.098 -0.236 -0.027
H -10.434408 1.045927 7.255506 0.082 0.050 0.064 0.345
C -8.222356 -10.980834 -4.494246 -0.021 0.015 0.001 0.290
Br -10.091844 -11.430459 -4.682381 0.221 0.035 0.037 -0.008
Br -7.718241 -10.775897 -2.641142 -0.054 -0.048 -0.203 -0.004
Br -7.083535 -12.244088 -5.411961 -0.133 0.119 0.119 -0.024
H -8.078037 -10.018281 -4.970132 -0.034 -0.090 0.069 -0.261
C -6.836524 3.745490 13.764918 0.008 -0.030 -0.028 -0.183
Br -5.882574 5.346873 14.274130 -0.134 -0.176 -0.034 -0.026
Br -7.056953 2.536082 15.255515 0.007 0.148 -0.165 -0.010
Br -8.524902 4.154954 12.919819 0.177 -0.052 0.096 0.007
H -6.228407 3.233504 13.028330 -0.069 0.032 0.083 0.188